Formula: C5H6N2O2
Source: OMol25
Level of theory: wB97M-V/def2-TZVPD

```
15
C5H6N2O2 | OMol25 | wB97M-V/def2-TZVPD
C -3.15 -1.74 -0.02
C 2.58 -0.69 0.19
C -0.91 0.87 -0.46
C -0.25 -0.31 -1.13
C 1.51 0.28 0.65
N -3.71 -1.18 0.79
N 0.43 0.28 -0.24
O 3.64 -0.92 0.73
O 2.24 -1.53 -0.86
H -1.05 1.78 -0.84
H -1.57 0.73 0.27
H -2.71 -2.28 -0.81
H 1.97 1.39 0.77
H 1.00 0.05 1.55
H 1.68 -1.13 -1.53
```

Computed properties:
* E_tot: -453.943077 Ha
* spin multiplicity: 1
* ΔE to the lowest compared entry with this formula, charge and spin: 5.2007 eV

Here are the Mulliken charges for atoms 1 to 4, given in e:
1 C 0.093
2 C 0.492
3 C -0.569
4 C -0.534


Formula: C24H37CaN8PSi2
Source: OMol25
Level of theory: wB97M-V/def2-TZVPD

```
73
C24H37CaN8PSi2 | OMol25 | wB97M-V/def2-TZVPD
Ca -0.15 -0.08 -0.90
C -0.68 0.99 4.73
N -0.07 0.57 3.48
C 1.22 0.11 3.33
C 1.37 -0.18 2.00
N 0.20 0.09 1.35
C -0.65 0.53 2.25
P -2.35 1.09 1.90
C -2.99 -0.24 0.82
N -2.59 -0.53 -0.41
C -3.54 -1.36 -0.93
C -4.52 -1.58 -0.02
N -4.17 -0.86 1.09
C -4.92 -0.81 2.34
C -2.05 2.32 0.58
N -1.49 2.11 -0.60
C -1.64 3.27 -1.30
C -2.29 4.19 -0.54
N -2.55 3.58 0.66
C -3.22 4.20 1.79
H 0.05 0.85 5.53
H -0.97 2.03 4.69
H -1.56 0.38 4.96
H 1.89 0.03 4.16
H 2.22 -0.57 1.47
H -3.45 -1.77 -1.93
H -5.41 -2.19 -0.05
H -5.65 -1.62 2.34
H -4.25 -0.95 3.18
H -5.44 0.14 2.45
H -1.25 3.38 -2.30
H -2.58 5.21 -0.73
H -3.38 5.25 1.57
H -4.18 3.73 1.98
H -2.60 4.13 2.69
C 0.24 -4.81 -2.07
Si 0.42 -3.62 -0.61
C 1.42 -4.48 0.74
C -1.31 -3.56 0.15
N 0.94 -2.06 -1.04
C 2.26 -1.83 -1.49
C 3.17 -2.88 -1.72
C 4.48 -2.70 -2.13
C 4.94 -1.42 -2.34
C 4.07 -0.35 -2.15
C 2.73 -0.49 -1.74
N 1.88 0.61 -1.56
Si 2.21 2.26 -1.76
C 1.17 2.94 -3.20
C 1.72 3.16 -0.16
C 3.92 2.98 -2.09
H -0.31 -5.71 -1.78
H 1.21 -5.12 -2.47
H -0.31 -4.32 -2.88
H 0.94 -5.42 1.02
H 1.47 -3.84 1.63
H 2.45 -4.70 0.44
H -1.51 -4.53 0.60
H -2.08 -3.39 -0.60
H -1.40 -2.80 0.93
H 2.82 -3.89 -1.56
H 5.12 -3.56 -2.28
H 5.96 -1.24 -2.67
H 4.43 0.65 -2.33
H 0.29 2.31 -3.39
H 1.77 2.93 -4.12
H 0.85 3.97 -3.04
H 0.72 2.89 0.19
H 1.74 4.25 -0.29
H 2.43 2.90 0.62
H 4.31 2.68 -3.07
H 4.65 2.70 -1.33
H 3.83 4.07 -2.09
```

Computed properties:
* E_tot: -2972.918703 Ha
* spin multiplicity: 1

Here are the Mulliken charges for atoms 1 to 4, given in e:
1 Ca 2.148
2 C -0.831
3 N 0.247
4 C -0.666


Formula: C4H10O
Source: OMol25
Level of theory: wB97M-V/def2-TZVPD

```
15
C4H10O | OMol25 | wB97M-V/def2-TZVPD
C -0.72 1.48 -1.07
O -1.03 0.21 -0.56
C 0.16 -0.38 -0.09
C 0.72 0.37 1.12
C -0.13 -1.85 0.17
H 0.23 1.37 -1.65
H -0.55 2.21 -0.26
H -1.57 1.80 -1.67
H 0.90 -0.22 -0.93
H -0.08 0.72 1.78
H 1.29 1.25 0.80
H 1.40 -0.27 1.70
H 0.80 -2.42 0.24
H -0.73 -2.25 -0.66
H -0.69 -2.01 1.09
```

Computed properties:
* E_tot: -233.618021 Ha
* spin multiplicity: 1
* ΔE to the lowest compared entry with this formula, charge and spin: 0.7328 eV
* SMILES: COC(C)C

Here are the Mulliken charges for atoms 1 to 4, given in e:
1 C -0.668
2 O -0.412
3 C 0.672
4 C -1.342


Formula: C2H3ClCrN
Source: OMol25
Level of theory: wB97M-V/def2-TZVPD

```
8
C2H3ClCrN | OMol25 | wB97M-V/def2-TZVPD
Cr -2.36 2.17 4.02
Cl -0.89 1.42 2.17
C 0.25 -0.31 -0.80
C 1.19 -1.20 -1.53
N 1.95 -1.87 -2.08
H 0.58 0.73 -0.88
H 0.07 -0.49 0.26
H -0.78 -0.44 -1.15
```

Computed properties:
* E_tot: -1637.038504 Ha
* spin multiplicity: 5
* net charge: +1
* ΔE to the lowest compared entry with this formula, charge and spin: 0.7084 eV

Here are the Mulliken charges for atoms 1 to 4, given in e:
1 Cr 1.098
2 Cl -0.115
3 C -0.623
4 C 0.218


Formula: C4H21N2O7S
Source: OMol25
Level of theory: wB97M-V/def2-TZVPD

```
35
C4H21N2O7S | OMol25 | wB97M-V/def2-TZVPD
O 0.30 -0.05 1.85
C 0.10 0.19 0.63
N 0.12 1.49 0.24
C -0.06 2.01 -1.13
N -1.37 1.83 -1.74
C -0.01 -0.99 -0.33
C -1.25 -1.80 0.10
S -2.74 -0.74 -0.03
H 0.13 2.17 1.00
H 0.74 1.55 -1.80
H 0.13 3.11 -1.10
H -2.08 1.97 -1.09
H -1.47 0.98 -2.15
H -0.05 -0.69 -1.41
H 0.94 -1.62 -0.31
H -1.33 -2.70 -0.53
H -1.15 -2.11 1.19
H -1.38 -1.95 -2.98
H -2.31 -0.98 -2.40
O -1.66 -1.05 -3.12
H -2.58 0.65 2.48
H -1.20 0.27 2.80
O -1.88 0.75 3.18
H 2.43 -0.74 -2.10
H 1.17 -0.61 -3.01
O 2.06 -0.88 -3.04
H 2.92 -0.91 0.44
H 2.50 0.45 -0.05
O 2.99 -0.29 -0.27
H -0.77 2.17 3.14
H 0.63 1.64 2.89
O 0.15 2.47 2.87
H 1.98 -2.61 1.77
H 1.61 -1.18 2.12
O 2.37 -1.75 1.89
```

Computed properties:
* E_tot: -1199.485861 Ha
* spin multiplicity: 1
* net charge: -1
* ΔE to the lowest compared entry with this formula, charge and spin: 0.4407 eV

Here are the Mulliken charges for atoms 1 to 4, given in e:
1 O -0.870
2 C -0.250
3 N 0.071
4 C -0.778


Formula: C2H5N3O2S
Source: OMol25
Level of theory: wB97M-V/def2-TZVPD

```
13
C2H5N3O2S | OMol25 | wB97M-V/def2-TZVPD
C 1.54 1.30 -0.29
C -0.80 -1.17 0.24
H 3.48 1.11 0.67
H 2.75 -0.39 -0.25
H -1.10 -2.23 0.82
H -2.01 0.47 -0.08
H -3.62 -1.01 -0.71
N 2.68 0.58 -0.26
N 0.46 -0.74 0.47
N -1.89 -0.52 -0.23
O 0.40 0.65 -0.44
O -3.17 -1.07 0.13
S 1.28 3.02 -0.09
```

Computed properties:
* E_tot: -791.929175 Ha
* spin multiplicity: 1
* ΔE to the lowest compared entry with this formula, charge and spin: 6.4230 eV

Here are the Mulliken charges for atoms 1 to 4, given in e:
1 C 0.284
2 C 0.103
3 H 0.358
4 H 0.283


Formula: C10H8N6O
Source: OMol25
Level of theory: wB97M-V/def2-TZVPD

```
25
C10H8N6O | OMol25 | wB97M-V/def2-TZVPD
O -2.37 1.12 3.76
C -1.29 1.54 3.41
N -0.63 2.57 4.09
N 0.52 2.99 3.71
C 1.13 2.40 2.60
C 0.44 1.50 1.81
N 1.04 0.90 0.75
C 0.47 0.15 -0.29
C -0.80 0.42 -0.83
C -1.33 -0.36 -1.89
C -0.58 -1.44 -2.36
C -0.79 -2.42 -3.41
N 0.24 -3.22 -3.49
N 1.11 -2.84 -2.55
C 0.66 -1.74 -1.81
C 1.21 -0.92 -0.79
N -0.79 1.06 2.23
H 2.16 2.68 2.42
H 1.98 1.16 0.58
H -1.43 1.24 -0.52
H -2.32 -0.14 -2.33
H -1.65 -2.54 -4.05
H 2.04 -3.25 -2.44
H 2.19 -1.14 -0.40
H -1.22 0.26 1.80
```

Computed properties:
* E_tot: -789.609164 Ha
* spin multiplicity: 1
* ΔE to the lowest compared entry with this formula, charge and spin: 0.0000 eV
* SMILES: O=c1nncc(Nc2ccc3cn[nH]c3c2)[nH]1

Here are the Mulliken charges for atoms 1 to 4, given in e:
1 O -0.600
2 C 0.438
3 N -0.348
4 N -0.303


Formula: C13H20N3W
Source: OMol25
Level of theory: wB97M-V/def2-TZVPD

```
37
C13H20N3W | OMol25 | wB97M-V/def2-TZVPD
C 2.44 -0.85 1.61
W 0.90 -1.56 -0.05
N -0.98 -2.48 -0.41
N 2.10 -3.27 -0.55
H -1.44 -2.07 -1.23
H 1.63 -1.63 1.82
H 2.26 -0.01 2.28
H 2.49 -0.46 0.56
H 3.40 -1.30 1.85
H 2.06 -3.46 -1.56
H 1.78 -4.13 -0.08
H 3.09 -3.17 -0.31
H -0.94 -3.50 -0.57
H -1.60 -2.33 0.39
C -2.85 1.36 3.04
C -1.89 0.38 3.29
C -0.92 0.07 2.33
C -0.92 0.74 1.08
C -1.92 1.70 0.82
C -2.86 2.02 1.81
N -0.06 0.27 0.07
C 0.19 0.96 -1.13
C 0.59 0.14 -2.21
C 0.77 0.74 -3.47
C 0.65 2.13 -3.62
C 0.36 2.94 -2.52
C 0.15 2.36 -1.26
H -3.61 1.59 3.80
H -1.88 -0.15 4.25
H -0.17 -0.69 2.57
H -1.95 2.18 -0.16
H -3.61 2.79 1.60
H 0.72 -0.99 -2.08
H 0.99 0.12 -4.34
H 0.76 2.57 -4.61
H 0.30 4.02 -2.63
H -0.04 2.99 -0.38
```

Computed properties:
* E_tot: -738.365440 Ha
* spin multiplicity: 3
* net charge: +1
* ΔE to the lowest compared entry with this formula, charge and spin: 0.0472 eV

Here are the Mulliken charges for atoms 1 to 4, given in e:
1 C -0.687
2 W 0.255
3 N -0.672
4 N -0.759


Formula: C25H23BCo2NO9
Source: OMol25
Level of theory: wB97M-V/def2-TZVPD

```
61
C25H23BCo2NO9 | OMol25 | wB97M-V/def2-TZVPD
C -6.47 0.97 -0.23
C -5.11 0.48 -0.41
C -4.58 -0.79 -0.42
C -3.18 -0.64 -0.68
C -2.91 0.72 -0.78
B -1.82 1.78 -1.46
O -2.33 2.88 -2.23
C -2.44 4.11 -1.47
C -1.93 3.85 -0.05
N -1.16 2.56 -0.13
C -1.21 1.78 1.13
C 0.25 2.63 -0.63
C 0.39 1.27 -1.33
O -0.76 1.02 -2.08
O -4.11 1.39 -0.60
H -7.13 0.10 -0.11
H -6.58 1.59 0.66
H -6.81 1.54 -1.10
H -5.14 -1.71 -0.24
H -2.44 -1.45 -0.80
H -1.84 4.90 -1.95
H -3.49 4.44 -1.44
H -1.26 4.66 0.29
H -2.79 3.72 0.63
H -0.41 2.14 1.81
H -2.19 1.85 1.62
H -1.02 0.73 0.91
H 0.42 3.47 -1.33
H 0.97 2.68 0.20
H 1.27 1.17 -2.01
H 0.46 0.36 -0.40
O 2.52 -5.39 2.04
C 2.70 -4.70 1.13
Co 3.14 -3.69 -0.24
C 4.22 -2.48 0.47
O 5.05 -1.83 0.94
C 4.33 -4.88 -0.73
O 5.15 -5.65 -1.03
C 1.31 -3.04 -0.45
C 1.00 -1.73 -0.42
C 0.42 -0.70 0.36
C 1.33 -0.44 1.57
C 1.22 -1.17 2.77
C 2.12 -0.98 3.84
C 3.11 -0.01 3.73
C 3.23 0.73 2.55
C 2.36 0.50 1.48
Co 2.11 -2.08 -1.78
C 3.36 -3.10 -2.53
O 4.12 -3.44 -3.34
C 3.36 -0.81 -1.71
O 4.22 -0.04 -1.73
C 1.22 -1.83 -3.29
O 0.85 -1.73 -4.38
H 0.63 -3.89 -0.38
H -0.60 -0.94 0.68
H 0.44 -1.93 2.85
H 2.07 -1.61 4.74
H 3.84 0.16 4.53
H 4.02 1.48 2.43
H 2.50 1.03 0.53
```

Computed properties:
* E_tot: -4488.612200 Ha
* spin multiplicity: 2
* ΔE to the lowest compared entry with this formula, charge and spin: 1.9644 eV

Here are the Mulliken charges for atoms 1 to 4, given in e:
1 C -1.297
2 C 0.434
3 C -0.953
4 C -0.596


Formula: C4H12N2O2
Source: OMol25
Level of theory: wB97M-V/def2-TZVPD

```
20
C4H12N2O2 | OMol25 | wB97M-V/def2-TZVPD
C -1.24 1.00 -0.64
C 1.97 0.99 -0.47
N 0.77 0.49 0.22
O 0.70 1.09 1.49
H 0.72 0.32 2.11
H 1.97 2.07 -0.38
H -1.34 1.77 0.11
H -0.60 1.23 -1.50
H -2.16 0.73 -1.14
H 1.91 0.71 -1.52
H 2.89 0.59 -0.02
C -1.97 -0.62 0.64
C 0.69 -0.97 0.36
N 0.70 -1.64 -0.83
O 0.95 -1.48 1.44
H 0.60 -2.64 -0.73
H 0.16 -1.24 -1.58
H -2.67 0.08 1.09
H -2.47 -1.23 -0.10
H -1.60 -1.24 1.45
```

Computed properties:
* E_tot: -419.398289 Ha
* spin multiplicity: 1
* ΔE to the lowest compared entry with this formula, charge and spin: 6.8081 eV

Here are the Mulliken charges for atoms 1 to 4, given in e:
1 C -1.007
2 C -1.014
3 N 0.278
4 O -0.488


Formula: C17H20BFeN2O3
Source: OMol25
Level of theory: wB97M-V/def2-TZVPD

```
44
C17H20BFeN2O3 | OMol25 | wB97M-V/def2-TZVPD
C 2.43 -5.91 2.64
N 1.39 -6.66 3.30
C 1.26 -8.09 3.53
C 0.18 -6.00 3.41
C -0.80 -6.23 2.43
C -2.03 -5.64 2.59
N -2.33 -4.97 3.76
B -3.69 -4.42 3.87
H -2.31 -1.38 6.59
C -1.35 -4.69 4.70
C -0.05 -5.16 4.52
H 2.03 -4.87 2.52
H 3.34 -5.84 3.27
H 2.71 -6.29 1.64
H 0.23 -8.23 3.94
H 1.35 -8.71 2.63
H 1.97 -8.43 4.30
H -0.54 -6.84 1.56
H -2.80 -5.66 1.81
H -3.81 -3.43 3.23
H -4.39 -4.86 4.73
H -1.61 -4.03 5.55
H 0.76 -4.97 5.22
O 2.76 -1.82 7.50
C 1.85 -1.18 7.84
Fe 0.48 -0.04 7.75
C 1.48 1.35 7.14
O 1.97 2.16 6.46
C 0.20 -0.50 6.09
O 0.10 -0.85 4.98
C -2.15 1.44 7.67
C -2.91 0.33 7.54
C -2.35 -1.07 7.61
C -0.93 -1.31 8.15
C -0.57 -0.73 9.45
C -0.61 0.64 9.54
C -0.83 1.41 8.33
H -2.45 2.35 7.12
H -3.99 0.33 7.33
H -3.03 -1.76 8.14
H -0.61 -2.33 7.88
H -0.27 -1.37 10.27
H -0.33 1.17 10.45
H -0.40 2.42 8.33
```

Computed properties:
* E_tot: -2283.033299 Ha
* spin multiplicity: 5
* net charge: +1

Here are the Mulliken charges for atoms 1 to 4, given in e:
1 C -0.725
2 N 0.360
3 C -0.792
4 C 0.198


Formula: C5H14NO
Source: OMol25
Level of theory: wB97M-V/def2-TZVPD

```
21
C5H14NO | OMol25 | wB97M-V/def2-TZVPD
C 0.91 2.00 0.52
O 0.81 0.78 1.38
C -0.08 2.02 -0.59
C -1.43 2.16 -0.43
H 1.92 2.01 0.11
H 0.79 2.84 1.21
H 0.02 0.92 1.87
H 0.30 1.99 -1.61
H -2.10 2.13 -1.28
H -1.88 2.39 0.53
C -1.09 -1.43 -0.54
N 0.36 -1.28 -0.31
C 1.00 -2.46 0.34
H -1.43 -0.55 -1.08
H -1.31 -2.34 -1.09
H -1.58 -1.44 0.43
H 0.54 -0.42 0.28
H 0.82 -1.11 -1.22
H 0.56 -2.58 1.33
H 2.07 -2.28 0.41
H 0.79 -3.34 -0.26
```

Computed properties:
* E_tot: -328.728751 Ha
* spin multiplicity: 2
* ΔE to the lowest compared entry with this formula, charge and spin: 2.9490 eV

Here are the Mulliken charges for atoms 1 to 4, given in e:
1 C -0.858
2 O -0.413
3 C -0.145
4 C -1.166


Which value of spin multiplicity does entry 8 give?
3